(A)
Density functional theory data (wB97M-V/def2-TZVPD) for the molecule C3H6N2S2.

As for the SMILES: [H]/N=S1#S(=N\[H])/CC=C\1. The calculation puts the gap between HOMO and LUMO at 7.287 eV.

```
! RIJCOSX wB97M-V def2-TZVPD def2/J DEFGRID3
* xyz 0 1
H 2.265 -0.259 -2.038
N 1.353 -0.152 -1.899
S 0.925 1.053 -0.974
S 1.023 0.170 1.224
N -0.053 0.934 2.063
H 0.264 1.732 2.548
C -0.145 -1.101 0.600
C -1.184 -0.345 -0.157
C -0.832 0.712 -0.898
H -0.590 -1.672 1.412
H 0.503 -1.805 -0.125
H -2.160 -0.626 -0.157
H -1.369 1.359 -1.600
*
```

natural (NBO) population analysis, charges in e, atoms 1 to 8: atom 1 (H): 0.347, atom 2 (N): -1.119, atom 3 (S): 0.807, atom 4 (S): 0.846, atom 5 (N): -1.124, atom 6 (H): 0.363, atom 7 (C): -0.621, atom 8 (C): -0.113

(B)
Density functional theory data (wB97M-V/def2-TZVPD) for a structure of composition C3H6N2S2.

The calculation puts the gap between HOMO and LUMO at 8.675 eV.

```
! RIJCOSX wB97M-V def2-TZVPD def2/J DEFGRID3
* xyz 0 1
C -1.331 -1.636 -0.164
C -0.550 -0.345 -0.125
C 0.925 2.319 0.684
H -2.355 -1.416 -0.992
H -0.562 -2.647 -0.674
H -1.487 -2.068 1.001
H 1.500 1.452 1.362
H 1.353 3.378 0.693
H 2.648 -1.391 -0.250
N -0.231 2.291 0.268
N 0.757 -0.362 -0.290
S -1.310 1.265 0.053
S 1.370 -2.067 -0.263
*
```

natural (NBO) population analysis, charges in e, atoms 1 to 8: atom 1 (C): -0.715, atom 2 (C): -0.005, atom 3 (C): -0.021, atom 4 (H): 0.264, atom 5 (H): 0.247, atom 6 (H): 0.271, atom 7 (H): 0.176, atom 8 (H): 0.172

(C)
Density functional theory data (wB97M-V/def2-TZVPD) for a structure of composition C3H6N2S2.

The calculation puts the gap between HOMO and LUMO at 8.549 eV.

```
! RIJCOSX wB97M-V def2-TZVPD def2/J DEFGRID3
* xyz 0 1
C -1.230 0.190 -2.070
C 0.280 -0.130 0.088
C 1.307 0.142 2.535
H -1.428 -1.059 -1.600
H -2.149 0.934 -1.666
H -1.290 0.177 -3.293
H -1.058 -1.096 -0.733
H 1.736 1.008 0.818
H 1.958 1.007 2.938
N -0.585 -1.077 0.186
N 1.006 0.359 1.155
S 0.484 0.827 -1.463
S 0.969 -1.282 3.103
*
```

natural (NBO) population analysis, charges in e, atoms 1 to 8: atom 1 (C): -0.719, atom 2 (C): 0.297, atom 3 (C): -0.155, atom 4 (H): 0.224, atom 5 (H): 0.249, atom 6 (H): 0.251, atom 7 (H): 0.251, atom 8 (H): 0.382

What are the relative energies? In kcal/mol: (A) 7.8; (B) 26.7; (C) 0.0.

(A)
Density functional theory data (wB97M-V/def2-TZVPD) for the molecule C3H6N2S2.

As for the SMILES: C/C(=N/N)C(=S)S. The calculation puts the gap between HOMO and LUMO at 8.061 eV.

```
! RIJCOSX wB97M-V def2-TZVPD def2/J DEFGRID3
* xyz 0 1
C 1.569 -0.341 0.940
C 0.409 -0.154 0.059
N 0.090 -1.249 -0.369
N -0.925 -1.401 -1.263
C -0.328 1.150 -0.301
S 0.047 2.243 -1.306
S -1.550 1.561 0.989
H 2.500 0.127 0.574
H 1.051 0.119 1.914
H 1.751 -1.502 0.991
H -1.219 -2.337 -1.909
H -1.912 -1.065 -0.823
H -1.485 2.849 0.507
*
```

natural (NBO) population analysis, charges in e, atoms 1 to 8: atom 1 (C): -0.624, atom 2 (C): 0.140, atom 3 (N): -0.248, atom 4 (N): -0.708, atom 5 (C): -0.350, atom 6 (S): 0.168, atom 7 (S): 0.011, atom 8 (H): 0.228

(B)
Density functional theory data (wB97M-V/def2-TZVPD) for a structure of composition C3H6N2S2.

The calculation puts the gap between HOMO and LUMO at 7.918 eV.

```
! RIJCOSX wB97M-V def2-TZVPD def2/J DEFGRID3
* xyz 0 1
C -0.256 -1.904 1.050
C 0.264 0.453 -0.505
C -1.312 0.938 1.889
H 0.517 -1.033 1.352
H 0.260 -2.987 0.755
H -1.226 -2.101 1.648
H 1.454 1.489 0.509
H -1.963 0.938 2.763
H -1.934 0.851 0.890
N 0.459 1.189 0.595
N -0.081 1.080 2.012
S -0.546 -1.160 -0.619
S 1.050 0.537 -1.929
*
```

natural (NBO) population analysis, charges in e, atoms 1 to 8: atom 1 (C): -0.799, atom 2 (C): -0.121, atom 3 (C): -0.072, atom 4 (H): 0.253, atom 5 (H): 0.246, atom 6 (H): 0.231, atom 7 (H): 0.421, atom 8 (H): 0.197

What are the relative energies? In kcal/mol: (A) 5.2; (B) 0.0.

(A)
Density functional theory data (wB97M-V/def2-TZVPD) for the molecule C4H6FNOS.

As for the SMILES: O=CN(S)[C@@H]1C[C@H]1F. The calculation puts the gap between HOMO and LUMO at 10.495 eV.

```
! RIJCOSX wB97M-V def2-TZVPD def2/J DEFGRID3
* xyz 0 1
O 0.105 2.483 -0.005
C 1.027 1.718 -0.148
N 0.904 0.358 0.019
S 2.315 -0.639 -0.067
C -0.330 -0.199 0.458
C -0.899 -1.408 -0.271
C -1.531 -0.069 -0.428
F -2.729 0.146 0.196
H 2.103 1.918 -0.518
H 2.695 -0.640 1.294
H -0.479 -0.146 1.512
H -0.371 -1.889 -1.103
H -1.402 -2.150 0.396
H -1.408 0.518 -1.334
*
```

natural (NBO) population analysis, charges in e, atoms 1 to 8: atom 1 (O): -0.570, atom 2 (C): 0.539, atom 3 (N): -0.584, atom 4 (S): 0.183, atom 5 (C): -0.109, atom 6 (C): -0.460, atom 7 (C): 0.208, atom 8 (F): -0.338

(B)
Density functional theory data (wB97M-V/def2-TZVPD) for the molecule C4H6FNOS.

As for the SMILES: C/C(=N/O)S/C=C\F. The calculation puts the gap between HOMO and LUMO at 9.830 eV.

```
! RIJCOSX wB97M-V def2-TZVPD def2/J DEFGRID3
* xyz 0 1
C -2.070 -1.652 0.307
C -1.495 -0.316 -0.025
N -2.153 0.826 0.099
O -1.503 2.045 0.070
S 0.222 -0.438 -0.726
C 1.180 -0.204 0.822
C 2.518 0.040 0.825
F 2.916 0.170 -0.568
H -3.375 -1.719 0.116
H -1.527 -1.969 1.394
H -1.670 -2.153 -0.602
H -0.719 1.828 -0.382
H 0.607 -0.037 1.689
H 3.169 0.174 1.681
*
```

natural (NBO) population analysis, charges in e, atoms 1 to 8: atom 1 (C): -0.673, atom 2 (C): 0.029, atom 3 (N): -0.094, atom 4 (O): -0.511, atom 5 (S): 0.193, atom 6 (C): -0.388, atom 7 (C): 0.179, atom 8 (F): -0.367

What are the relative energies? In kcal/mol: (A) 0.0; (B) 79.9.

(A)
Density functional theory data (wB97M-V/def2-TZVPD) for a cluster of 2 separate species, C2H8 in total.

As for the SMILES: C.C. The calculation puts the gap between HOMO and LUMO at 13.902 eV.

```
! RIJCOSX wB97M-V def2-TZVPD def2/J DEFGRID3
* xyz 0 1
C 1.967 -0.086 -2.055
H 1.690 -0.437 -3.043
H 3.034 0.109 -2.010
H 1.333 0.695 -1.647
H 1.774 -0.895 -1.339
C -1.917 0.128 2.009
H -1.416 0.728 1.258
H -1.807 -0.954 1.956
H -1.669 0.429 3.023
H -2.989 0.282 1.849
*
```

natural (NBO) population analysis, charges in e, atoms 1 to 8: atom 1 (C): -0.854, atom 2 (H): 0.214, atom 3 (H): 0.214, atom 4 (H): 0.215, atom 5 (H): 0.211, atom 6 (C): -0.853, atom 7 (H): 0.216, atom 8 (H): 0.215

(B)
Density functional theory data (wB97M-V/def2-TZVPD) for a cluster of 2 separate species, C2H8 in total.

As for the SMILES: C.C. The calculation puts the gap between HOMO and LUMO at 13.954 eV.

```
! RIJCOSX wB97M-V def2-TZVPD def2/J DEFGRID3
* xyz 0 1
C 0.917 3.851 -1.140
H 1.396 2.924 -1.458
H -0.189 3.718 -0.860
H 0.832 4.500 -2.027
H 1.615 4.151 -0.368
C -0.902 -3.843 1.189
H -1.348 -4.714 0.721
H -1.673 -3.284 1.770
H -0.611 -3.083 0.474
H -0.037 -4.221 1.699
*
```

natural (NBO) population analysis, charges in e, atoms 1 to 8: atom 1 (C): -0.864, atom 2 (H): 0.213, atom 3 (H): 0.218, atom 4 (H): 0.215, atom 5 (H): 0.219, atom 6 (C): -0.855, atom 7 (H): 0.212, atom 8 (H): 0.216

What are the relative energies? In kcal/mol: (A) 0.0; (B) 5.0.